# 1
Computed, not measured: a molecular structure, C40H31BrF4IrN2O6PS, with ωB97M-V/def2-TZVPD.

Summary:
Molecular weight = 1046.9 g mol⁻¹
Orbital gap (spin up / spin down) = 5.62 / 5.52 eV
2S+1 = 2
HOMO (spin up / spin down) = -10.36 / -10.36 eV
DFT total energy = -5920.8112 hartree
<S²> = 0.7648
LUMO (spin up / spin down) = -0.1744 / -0.1779 Ha
Net charge = +1

Last column: Löwdin charge in e.
Atoms and positions in Å:
1 Ir -0.606 0.470 -0.967  1.05
2 F -6.746 -3.845 -0.426  0.16
3 C -5.505 -3.394 -0.316  -0.12
4 C -4.560 -4.069 0.451  -0.12
5 F -4.876 -5.195 1.082  0.15
6 C -3.271 -3.557 0.555  -0.20
7 F -2.395 -4.257 1.272  0.11
8 C -2.866 -2.380 -0.073  -0.27
9 P -1.149 -1.711 0.208  1.09
10 C -1.111 -1.606 2.038  -0.32
11 C -1.445 -0.377 2.600  -0.08
12 C -1.437 -0.201 3.970  -0.05
13 C -1.115 -1.261 4.801  -0.06
14 C -0.783 -2.487 4.249  -0.05
15 C -0.763 -2.665 2.876  -0.08
16 C -0.143 -3.161 -0.198  -0.36
17 C 1.064 -3.332 0.476  -0.10
18 C 1.871 -4.414 0.186  -0.05
19 C 1.489 -5.325 -0.784  -0.05
20 C 0.301 -5.146 -1.475  -0.07
21 C -0.510 -4.060 -1.198  -0.11
22 C -3.817 -1.746 -0.869  -0.55
23 Br -3.417 -0.228 -1.919  0.88
24 C -5.113 -2.239 -0.986  -0.26
25 F -5.992 -1.603 -1.754  0.09
26 H -1.696 0.441 1.947  0.07
27 H -1.681 0.766 4.383  0.11
28 H -1.125 -1.129 5.871  0.11
29 H -0.535 -3.320 4.890  0.11
30 H -0.486 -3.629 2.475  0.10
31 H 1.360 -2.621 1.233  0.10
32 H 2.802 -4.539 0.717  0.11
33 H 2.121 -6.171 -1.006  0.11
34 H 0.012 -5.844 -2.244  0.11
35 H -1.419 -3.910 -1.763  0.12
36 C 0.992 4.771 -0.213  0.01
37 C 0.193 3.519 0.057  -0.36
38 O 0.493 2.501 -0.561  -0.07
39 C -0.900 3.639 1.011  -0.10
40 C -0.914 4.668 1.958  -0.04
41 C -1.971 4.841 2.824  -0.08
42 C -3.091 4.012 2.730  -0.07
43 C -3.123 3.000 1.814  -0.01
44 C -2.016 2.731 0.949  -0.37
45 O -2.096 1.720 0.188  -0.23
46 H 1.574 4.628 -1.119  0.09
47 H 1.680 4.953 0.610  0.10
48 H 0.337 5.632 -0.322  0.10
49 H -0.063 5.325 2.041  0.11
50 H -1.936 5.620 3.569  0.10
51 H -3.929 4.168 3.391  0.11
52 H -3.970 2.336 1.737  0.12
53 O 2.605 -0.796 -0.695  -0.12
54 C 2.194 -0.381 0.403  -0.60
55 O 1.024 -0.036 0.692  -0.11
56 C 3.231 -0.294 1.493  -0.13
57 C 2.976 0.441 2.647  -0.01
58 C 3.956 0.617 3.616  0.03
59 C 5.182 0.030 3.383  -0.19
60 O 6.306 0.072 4.135  0.06
61 C 7.289 -0.653 3.424  -0.14
62 O 6.705 -1.193 2.260  0.05
63 C 5.428 -0.736 2.229  -0.19
64 C 4.466 -0.913 1.266  0.08
65 H 2.002 0.886 2.781  0.12
66 H 3.774 1.199 4.503  0.12
67 H 7.683 -1.464 4.051  0.14
68 H 8.112 0.020 3.141  0.15
69 H 4.639 -1.486 0.371  0.13
70 C 0.132 3.876 -5.079  -0.02
71 C -0.613 2.546 -5.276  -0.58
72 C -1.991 2.767 -5.917  -0.02
73 C 0.232 1.564 -6.103  -0.02
74 C -0.797 1.963 -3.975  -0.12
75 N -0.914 1.491 -2.935  0.06
76 H 0.254 4.371 -6.039  0.10
77 H 1.117 3.700 -4.652  0.09
78 H -0.423 4.536 -4.416  0.09
79 H -1.870 3.244 -6.887  0.10
80 H -2.612 3.405 -5.293  0.10
81 H -2.504 1.819 -6.059  0.09
82 H 0.400 1.976 -7.094  0.10
83 H -0.276 0.608 -6.206  0.10
84 H 1.196 1.392 -5.630  0.08
85 S 1.495 -0.267 -2.588  0.92
86 C 1.074 -1.782 -3.062  -0.70
87 N 0.806 -2.834 -3.455  0.15

***

# 2
Computed, not measured: a molecular structure, C26H27N6O4ReS, with ωB97M-V/def2-TZVPD.

Summary:
Molecular weight = 705.8 g mol⁻¹
Orbital gap (spin up / spin down) = 7.29 / 7.52 eV
2S+1 = 2
HOMO (spin up / spin down) = -10.89 / -10.71 eV
DFT total energy = -2112.7989 hartree
<S²> = 0.7582
LUMO (spin up / spin down) = -0.1323 / -0.1173 Ha
Net charge = +1
Energy above the lowest of the compared OMol25 structures with the same formula, charge and spin = 0.1862 eV

Last column: Löwdin charge in e.
Atoms and positions in Å:
1 Re -0.274 -1.351 -0.239  1.56
2 C 2.604 -1.469 -1.218  -0.10
3 N 1.830 -0.787 -0.174  -0.17
4 C 2.347 -0.831 1.216  -0.05
5 C 1.222 -1.073 2.190  -0.25
6 N -0.019 -1.346 1.823  0.00
7 C -0.722 -1.663 2.981  -0.19
8 C -2.039 -2.079 3.158  -0.01
9 C -2.448 -2.313 4.455  -0.05
10 C -1.580 -2.143 5.545  -0.06
11 C -0.269 -1.747 5.375  0.00
12 C 0.141 -1.519 4.068  -0.16
13 N 1.365 -1.147 3.525  0.19
14 C 1.681 -1.627 -2.392  -0.29
15 N 0.373 -1.402 -2.357  0.05
16 C -0.071 -1.595 -3.676  -0.17
17 C -1.308 -1.369 -4.275  0.00
18 C -1.409 -1.608 -5.629  -0.05
19 C -0.318 -2.046 -6.393  -0.07
20 C 0.924 -2.230 -5.825  -0.01
21 C 1.016 -1.983 -4.462  -0.17
22 N 2.109 -1.990 -3.609  0.19
23 H 2.927 -2.444 -0.852  0.12
24 H 3.493 -0.901 -1.508  0.14
25 H 1.712 0.193 -0.434  0.13
26 H 2.869 0.096 1.461  0.15
27 H 3.067 -1.648 1.307  0.14
28 H -2.701 -2.221 2.314  0.10
29 H -3.462 -2.638 4.640  0.11
30 H -1.948 -2.335 6.543  0.11
31 H 0.400 -1.628 6.217  0.12
32 H 2.213 -0.970 4.038  0.18
33 H -2.150 -0.998 -3.716  0.07
34 H -2.358 -1.442 -6.120  0.11
35 H -0.449 -2.222 -7.452  0.11
36 H 1.781 -2.534 -6.411  0.12
37 H 3.063 -2.184 -3.864  0.18
38 C -8.155 -3.098 1.806  -0.04
39 C -6.944 -2.725 1.003  -0.25
40 C -5.805 -3.530 1.008  -0.03
41 C -4.687 -3.185 0.270  -0.06
42 C -4.706 -2.017 -0.478  -0.30
43 C -5.826 -1.199 -0.504  -0.04
44 C -6.938 -1.560 0.236  -0.02
45 S -3.276 -1.581 -1.401  0.62
46 O -2.697 -2.753 -1.990  -0.30
47 O -3.582 -0.427 -2.203  -0.28
48 N -2.202 -1.126 -0.197  -0.35
49 C -2.563 0.115 0.502  -0.15
50 C -1.501 1.200 0.232  -0.56
51 O -1.696 2.368 0.381  0.13
52 O -0.321 0.674 -0.137  -0.21
53 H -8.078 -4.112 2.194  0.08
54 H -9.058 -3.031 1.200  0.09
55 H -8.279 -2.421 2.653  0.09
56 H -5.803 -4.446 1.585  0.12
57 H -3.815 -3.828 0.250  0.12
58 H -5.822 -0.302 -1.109  0.12
59 H -7.819 -0.932 0.214  0.12
60 H -2.550 -0.051 1.582  0.11
61 H -3.554 0.479 0.236  0.12
62 C 0.282 -3.401 -0.056  -0.25
63 H 1.353 -3.607 0.056  0.00
64 H -0.046 -3.906 -0.971  0.02
65 H -0.199 -3.893 0.795  0.01

***

# 3
Computed, not measured: a single C7H18O2Si molecule, with ωB97M-V/def2-TZVPD.

Summary:
Molecular weight = 162.3 g mol⁻¹
Orbital gap = 10.47 eV
2S+1 = 1
HOMO = -9.65 eV
DFT total energy = -717.4426 hartree
LUMO = 0.0301 Ha
SMILES = CC(C)(C)OO[Si](C)(C)C
Net charge = 0
Energy above the lowest of the compared OMol25 structures with the same formula, charge and spin = 0.0000 eV

Last column: Löwdin charge in e.
Atoms and positions in Å:
1 C 2.369 -0.279 1.209  -0.05
2 C 0.965 -0.698 1.566  -0.65
3 C 1.021 -1.951 2.420  -0.02
4 C 0.161 0.432 2.236  -0.02
5 O 0.330 -0.990 0.336  -0.09
6 O 0.589 0.163 -0.605  -0.20
7 Si -0.702 0.505 -1.601  0.44
8 C -1.296 -1.186 -2.178  -0.15
9 C -0.370 1.624 -3.028  -0.16
10 C -2.062 1.489 -0.695  -0.16
11 H 2.338 0.719 0.687  0.10
12 H 2.968 -0.161 2.092  0.07
13 H 2.848 -1.079 0.558  0.12
14 H 1.269 -2.854 1.870  0.09
15 H 1.706 -1.795 3.259  0.10
16 H 0.013 -2.149 2.783  0.08
17 H 0.077 1.263 1.536  0.07
18 H -0.850 0.096 2.513  0.09
19 H 0.620 0.784 3.157  0.09
20 H -2.285 -1.201 -2.630  0.03
21 H -0.582 -1.627 -2.881  0.03
22 H -1.299 -1.783 -1.250  0.03
23 H 0.298 1.137 -3.724  0.03
24 H -1.333 1.880 -3.455  0.04
25 H 0.069 2.555 -2.670  0.04
26 H -2.849 1.890 -1.327  0.03
27 H -2.451 0.866 0.099  0.02
28 H -1.562 2.350 -0.277  0.02

***

# 4
Computed, not measured: a single C6H10 molecule, with ωB97M-V/def2-TZVPD.

Summary:
Molecular weight = 82.1 g mol⁻¹
Orbital gap = 9.10 eV
2S+1 = 1
HOMO = -7.91 eV
DFT total energy = -234.4909 hartree
LUMO = 0.0437 Ha
Net charge = 0
Energy above the lowest of the compared OMol25 structures with the same formula, charge and spin = 3.0369 eV

Last column: Löwdin charge in e.
Atoms and positions in Å:
1 C -0.246 1.537 -1.371  -0.10
2 C 0.362 0.600 -0.331  -0.24
3 C 0.484 -1.437 -0.568  -0.02
4 C 0.352 -1.763 0.852  -0.17
5 C -0.028 -0.767 1.655  -0.12
6 C -0.303 0.561 1.007  -0.23
7 H -0.318 2.564 -0.968  0.08
8 H -1.259 1.222 -1.633  0.07
9 H 0.346 1.619 -2.293  0.07
10 H 1.440 0.858 -0.210  0.13
11 H -0.118 -2.081 -1.232  0.08
12 H 1.192 -0.782 -1.003  0.02
13 H 0.391 -2.795 1.218  0.10
14 H -0.202 -0.908 2.714  0.09
15 H -1.384 0.692 0.876  0.12
16 H 0.050 1.383 1.638  0.12

***

# 5
Computed, not measured: a molecular structure, C50H43AsBrMnN5O, with ωB97M-V/def2-TZVPD.

Summary:
Molecular weight = 939.7 g mol⁻¹
Orbital gap (spin up / spin down) = 6.45 / 6.50 eV
2S+1 = 6
HOMO (spin up / spin down) = -6.80 / -6.92 eV
DFT total energy = -8240.9333 hartree
<S²> = 8.8612
LUMO (spin up / spin down) = -0.0129 / -0.0155 Ha
Net charge = 0

Last column: Löwdin charge in e.
Atoms and positions in Å:
1 Mn -0.219 -0.266 0.526  0.86
2 C -2.436 -1.676 -2.065  -0.10
3 N -1.905 -2.515 0.199  0.00
4 C -0.182 -3.873 1.272  -0.11
5 C -2.594 -1.951 1.286  -0.14
6 C -3.987 -2.060 1.306  -0.01
7 C -4.753 -1.431 2.270  -0.09
8 C -4.139 -0.665 3.249  -0.09
9 C -2.760 -0.560 3.254  -0.04
10 C -1.960 -1.210 2.311  -0.22
11 N -0.562 -1.036 2.266  -0.05
12 C 0.224 -0.975 3.389  -0.25
13 C -0.190 -1.432 4.651  -0.03
14 C 0.641 -1.348 5.756  -0.09
15 C 1.917 -0.819 5.647  -0.10
16 C 2.363 -0.415 4.396  -0.03
17 C 1.548 -0.495 3.278  -0.24
18 N 2.031 -0.171 1.957  -0.21
19 C 2.958 0.959 1.909  -0.08
20 C 2.712 -1.355 1.412  -0.06
21 H -3.088 -1.914 -2.910  0.12
22 H -1.410 -1.736 -2.443  0.11
23 H -2.704 0.318 -2.625  0.09
24 H -0.101 -3.309 2.202  0.10
25 H 0.806 -4.315 1.098  0.13
26 H -0.497 -3.588 -0.784  0.16
27 H -4.468 -2.654 0.541  0.11
28 H -5.830 -1.542 2.252  0.10
29 H -4.724 -0.147 3.997  0.10
30 H -2.270 0.054 3.999  0.11
31 H -1.177 -1.860 4.758  0.11
32 H 0.280 -1.707 6.712  0.10
33 H 2.564 -0.739 6.511  0.10
34 H 3.372 -0.037 4.290  0.10
35 H 3.900 0.754 2.435  0.08
36 H 2.512 1.855 2.336  0.08
37 H 3.210 1.161 0.868  0.07
38 H 3.643 -1.548 1.961  0.10
39 H 2.940 -1.194 0.363  0.05
40 H 2.061 -2.220 1.493  0.07
41 Br -3.881 -6.634 -1.139  0.73
42 C -2.898 -5.132 -0.473  -0.60
43 C -2.242 -5.442 0.776  -0.17
44 C -1.177 -4.977 1.473  -0.05
45 C -0.521 -2.959 0.113  -0.39
46 O 0.359 -1.895 -0.133  -0.29
47 C -2.576 -2.740 -1.023  -0.24
48 C -2.705 -0.230 -1.674  -0.23
49 N -1.783 0.414 -0.745  -0.06
50 C -2.064 1.728 -0.590  -0.29
51 C -2.969 2.499 -1.329  -0.04
52 C -3.152 3.870 -1.072  -0.09
53 C -2.504 4.524 -0.062  -0.07
54 C -1.633 3.778 0.768  -0.17
55 C -0.999 4.320 1.904  0.01
56 C -0.234 3.522 2.709  -0.03
57 C -0.052 2.180 2.353  -0.10
58 N -0.577 1.663 1.261  0.05
59 C -1.399 2.418 0.486  -0.16
60 C -3.006 -4.000 -1.305  -0.13
61 H -2.689 -6.317 1.237  0.07
62 H -0.989 -5.537 2.384  0.10
63 H -3.728 -0.150 -1.275  0.13
64 H -3.553 2.053 -2.118  0.09
65 H -3.849 4.416 -1.697  0.11
66 H -2.670 5.574 0.140  0.11
67 H -1.152 5.366 2.142  0.12
68 H 0.233 3.899 3.608  0.11
69 H 0.522 1.516 2.985  0.09
70 H -3.477 -4.157 -2.268  0.09
71 C -0.419 -1.050 -5.503  -0.09
72 C -0.783 0.234 -5.123  -0.08
73 C -0.247 0.802 -3.974  -0.10
74 C 0.646 0.077 -3.195  -0.36
75 C 1.000 -1.216 -3.570  -0.12
76 C 0.478 -1.772 -4.728  -0.08
77 As 1.349 0.784 -1.532  1.40
78 C 3.257 0.634 -1.849  -0.31
79 C 4.030 -0.516 -1.877  -0.11
80 C 5.403 -0.414 -2.054  -0.08
81 C 5.996 0.835 -2.188  -0.07
82 C 5.224 1.986 -2.167  -0.02
83 C 3.845 1.893 -2.006  -0.20
84 C 2.899 3.027 -2.011  -0.19
85 C 3.247 4.364 -2.167  -0.02
86 C 2.259 5.336 -2.200  -0.07
87 C 0.921 4.984 -2.081  -0.07
88 C 0.562 3.654 -1.909  -0.08
89 C 1.549 2.679 -1.873  -0.28
90 H -0.835 -1.488 -6.402  0.10
91 H -1.481 0.801 -5.726  0.11
92 H -0.530 1.808 -3.689  0.10
93 H 1.672 -1.798 -2.950  0.09
94 H 0.760 -2.777 -5.017  0.11
95 H 3.573 -1.492 -1.764  0.10
96 H 6.012 -1.309 -2.082  0.10
97 H 7.068 0.912 -2.319  0.10
98 H 5.698 2.952 -2.286  0.11
99 H 4.286 4.652 -2.270  0.11
100 H 2.535 6.376 -2.324  0.10
101 H 0.151 5.744 -2.115  0.11
102 H -0.484 3.393 -1.810  0.08

***

# 6
Computed, not measured: a molecular structure, C30H21F2N5O4Ti, with ωB97M-V/def2-TZVPD.

Summary:
Molecular weight = 601.4 g mol⁻¹
Orbital gap (spin up / spin down) = 4.27 / 6.91 eV
2S+1 = 3
HOMO (spin up / spin down) = -5.54 / -8.46 eV
DFT total energy = -2779.7301 hartree
<S²> = 2.0589
LUMO (spin up / spin down) = -0.0470 / -0.0570 Ha
Net charge = 0
Energy above the lowest of the compared OMol25 structures with the same formula, charge and spin = 0.0325 eV

Last column: Löwdin charge in e.
Atoms and positions in Å:
1 Ti -0.219 -0.284 -0.511  1.07
2 C -0.956 -0.894 2.592  -0.02
3 O 0.047 -0.448 1.664  -0.21
4 C 1.357 -0.473 2.090  -0.20
5 C 1.718 -0.611 3.418  0.00
6 C 3.064 -0.611 3.755  -0.06
7 C 4.035 -0.475 2.776  -0.07
8 C 3.666 -0.340 1.448  0.00
9 C 2.325 -0.342 1.094  -0.16
10 N 1.851 -0.222 -0.248  -0.03
11 N 2.779 -0.089 -1.103  0.12
12 C 2.527 0.059 -2.432  -0.13
13 C 1.253 0.114 -3.019  -0.28
14 O 0.164 0.019 -2.301  -0.14
15 C 1.116 0.282 -4.422  0.01
16 C 2.215 0.391 -5.208  0.00
17 C 3.533 0.344 -4.665  -0.17
18 C 4.662 0.461 -5.501  -0.03
19 C 5.926 0.414 -4.978  -0.08
20 C 6.094 0.246 -3.594  -0.07
21 C 5.011 0.130 -2.761  -0.02
22 C 3.700 0.178 -3.277  -0.09
23 H -0.682 -1.873 2.978  0.11
24 H -1.881 -0.962 2.030  0.09
25 H -1.062 -0.160 3.391  0.11
26 H 0.969 -0.717 4.189  0.11
27 H 3.349 -0.719 4.793  0.11
28 H 5.082 -0.478 3.043  0.11
29 H 4.407 -0.243 0.669  0.10
30 H 0.115 0.317 -4.828  0.12
31 H 2.103 0.517 -6.278  0.12
32 H 4.511 0.588 -6.566  0.11
33 H 6.790 0.504 -5.623  0.10
34 H 7.093 0.206 -3.178  0.10
35 H 5.152 -0.003 -1.699  0.09
36 O -3.137 6.047 1.400  -0.01
37 N -3.954 5.128 1.230  -0.38
38 O -5.168 5.295 1.379  0.01
39 C -3.500 3.852 0.839  -0.11
40 C -4.472 2.857 0.659  0.03
41 C -4.132 1.560 0.295  -0.15
42 C -5.080 0.513 0.091  0.00
43 C -4.651 -0.737 -0.261  -0.05
44 C -3.284 -0.989 -0.417  -0.12
45 N -2.369 -0.023 -0.233  0.00
46 C -2.772 1.213 0.105  -0.14
47 C -1.761 2.238 0.269  -0.13
48 N -0.492 1.842 0.041  0.02
49 C 0.498 2.721 0.142  -0.11
50 C 0.260 4.045 0.481  -0.03
51 C -1.027 4.467 0.725  0.03
52 C -2.106 3.560 0.626  -0.04
53 H -5.506 3.123 0.813  0.12
54 H -6.134 0.727 0.218  0.12
55 H -5.353 -1.542 -0.425  0.11
56 H -2.915 -1.965 -0.691  0.09
57 H 1.498 2.356 -0.055  0.11
58 H 1.087 4.738 0.548  0.11
59 H -1.232 5.490 0.990  0.10
60 F 0.010 -3.037 0.780  -0.07
61 C -0.306 -2.474 -0.466  -0.34
62 F 0.782 -2.799 -1.294  -0.08
63 H -1.122 -3.106 -0.836  0.08